# 1
A cluster of 2 separate species, C6H10O in total, computed with wB97M-V/def2-TZVPD.

ΔE to the lowest compared entry with this formula, charge and spin (eV): 1.9185
Frontier orbital gap (Eh): 0.38212
HOMO (Ha): -0.3415
Multiplicity: 1
SMILES: C1=C[C@H]2O[C@H]2CC1.[H][H]
Total charge: 0

Last column: natural (NBO) charge in e.
Geometry (Å):
C: -1.23289 0.75589 -0.40180  -0.1397
C: -0.13603 1.49628 -0.56146  -0.2419
C: 1.21730 0.90088 -0.39605  0.0098
O: 1.45507 0.18765 0.82817  -0.4936
C: 1.34279 -0.56077 -0.36880  0.0717
C: 0.10447 -1.39895 -0.57555  -0.4242
C: -1.18887 -0.71810 -0.10004  -0.4511
H: -2.21417 1.22262 -0.46545  0.2070
H: -0.20660 2.55745 -0.78873  0.2133
H: 2.06574 1.50194 -0.72034  0.1932
H: 2.28142 -1.01056 -0.69616  0.1874
H: 0.21894 -2.36828 -0.07757  0.2181
H: 0.04100 -1.60158 -1.65266  0.2120
H: -1.31462 -0.86905 0.97981  0.2298
H: -2.04606 -1.21065 -0.57481  0.2173
H: 0.06789 0.48707 2.52937  0.0252
H: -0.45537 0.62816 3.04206  -0.0344

***

# 2
A structure of composition C6H6N, computed with wB97M-V/def2-TZVPD.

ΔE to the lowest compared entry with this formula, charge and spin (eV): 3.1558
Frontier orbital gap (alpha / beta) (Eh): 0.27542 / 0.25076
HOMO (alpha / beta) (Ha): -0.4471 / -0.5584
Multiplicity: 3
Total charge: +1

Last column: natural (NBO) charge in e.
Geometry (Å):
C: -1.65920 -0.91297 0.22850  -0.0819
C: -2.24374 0.30450 0.16083  0.0697
C: 2.14775 -0.11745 0.11844  -0.2161
C: -0.43200 -0.38477 -0.46525  -0.0271
C: 0.09718 1.49981 0.03397  -0.0173
C: 0.82399 0.20326 0.11631  -0.0281
N: -1.03623 0.92952 -0.31063  -0.2330
H: -1.88615 -1.90405 0.53255  0.2627
H: -3.14382 0.80958 0.46759  0.2651
H: 2.55298 -1.16633 -0.08969  0.2342
H: 2.93330 0.53259 0.34242  0.2253
H: -0.47250 -0.73460 -2.06312  0.2812
H: 0.25731 2.58108 0.41158  0.2651

***

# 3
The ion C10H11BrN with charge +1, computed with wB97M-V/def2-TZVPD.

ΔE to the lowest compared entry with this formula, charge and spin (eV): 0.0000
Frontier orbital gap (Eh): 0.34102
HOMO (Ha): -0.4729
Multiplicity: 1
SMILES: CC#[N+][C@H](CBr)c1ccccc1
Total charge: +1

Last column: natural (NBO) charge in e.
Geometry (Å):
C: -1.72473 3.33877 -0.41040  -0.7558
C: -1.41385 1.93040 -0.47882  0.6726
N: -1.26375 0.79409 -0.38377  -0.2054
C: -1.05885 -0.59437 -0.44017  -0.1286
C: -2.00984 -1.15755 0.62961  -0.4527
Br: -3.84872 -0.65535 0.22646  0.0357
C: 0.42926 -0.70860 -0.15937  -0.0675
C: 1.22505 -1.22946 -1.18973  -0.1996
C: 2.61912 -1.27116 -0.98457  -0.1619
C: 3.10695 -1.18769 0.28828  -0.2049
C: 2.32792 -0.66008 1.28431  -0.1705
C: 0.93545 -0.62439 1.16058  -0.2142
H: -2.65047 3.64263 -0.93871  0.3118
H: -1.93560 3.57217 0.61996  0.3004
H: -0.81697 3.92464 -0.71561  0.3026
H: -1.37303 -1.07107 -1.46187  0.2864
H: -1.86251 -0.83270 1.69375  0.2489
H: -1.94639 -2.28842 0.55282  0.2647
H: 0.83985 -1.26104 -2.14018  0.2119
H: 3.30357 -1.54898 -1.92616  0.2428
H: 4.12314 -1.21250 0.46281  0.2295
H: 2.76144 -0.55292 2.36664  0.2373
H: 0.23299 -0.34643 1.94414  0.2162